121
Properties=species:S:1:pos:R:3:forces:R:3 method="wB97M-V/def2-TZVPD" orbital_gap_ha=0.354 total_energy_ha=-6833.07834 charge=-1
P -0.738501 -0.179127 -0.068537 -1.034 2.244 1.338
F -0.578831 0.551363 -1.546917 0.813 -0.768 0.468
F -0.617921 -1.616997 -0.738267 0.735 -0.360 0.258
F 0.830149 -0.087717 0.333613 -0.588 -0.412 -0.732
F -1.155111 -0.711087 1.427563 1.840 -1.348 0.556
F -0.995191 1.306883 0.537413 1.189 1.243 0.262
F -2.288511 -0.199697 -0.242517 -2.964 -0.578 -2.195
O 3.741249 8.812223 -1.690827 -0.878 -1.524 -1.329
C 3.052139 7.952363 -2.206327 0.706 -0.348 1.457
O 3.422739 6.597993 -2.214957 -0.742 0.131 -0.005
C 2.268079 5.711123 -2.564737 1.722 0.149 0.430
C 1.320279 6.610683 -3.228177 -1.954 0.675 0.684
C 1.618119 8.047163 -2.664037 -0.300 -0.976 -1.584
H 1.811579 5.195633 -1.719767 0.589 0.446 0.613
H 2.563879 4.911083 -3.243377 0.681 0.204 0.124
H 0.341619 6.297603 -2.864447 -0.337 0.164 -0.448
H 1.358049 6.383323 -4.293527 -0.014 1.119 -0.148
H 1.024909 8.336243 -1.796497 -0.094 -0.363 0.058
H 1.370149 8.773023 -3.438467 0.607 0.296 0.171
O 1.845919 -5.154557 -5.181467 -3.761 3.211 -1.268
C 1.058039 -4.239277 -5.580307 4.164 -2.777 0.895
O 1.628999 -3.052487 -5.900627 0.272 1.079 -0.447
C 0.734589 -2.081427 -6.535217 -1.316 -2.097 0.475
C -0.524931 -3.002877 -6.770627 -1.009 1.918 -0.777
C -0.408751 -4.195377 -5.883927 0.191 -0.809 1.062
H 1.078279 -1.662527 -7.480997 0.651 -0.542 0.092
H 0.550059 -1.227727 -5.883107 0.019 -0.334 0.377
H -0.641201 -3.243837 -7.827277 0.318 -0.209 0.018
H -1.426711 -2.441877 -6.525347 -0.056 0.057 -0.031
H -0.802341 -5.161157 -6.200867 0.351 0.128 -0.623
H -0.953891 -4.070597 -4.948327 0.192 0.390 0.280
O 1.323459 5.528903 7.431043 0.950 -0.742 -2.972
C 1.482779 5.352193 6.211543 -0.154 0.614 3.714
O 0.585649 5.822683 5.374943 -2.494 1.114 1.775
C 0.908599 5.681023 4.034973 0.056 0.067 0.269
C 1.778719 4.457853 4.126083 1.598 -0.171 -2.103
C 2.586039 4.652073 5.419683 -1.719 0.014 0.963
H 1.354469 6.656153 3.839003 0.487 -0.285 -1.122
H -0.018211 5.539513 3.478993 0.203 0.036 -0.149
H 2.358739 4.392313 3.205553 0.401 -0.242 0.120
H 1.126939 3.584493 4.103123 0.138 -0.075 0.515
H 3.425269 5.347533 5.431973 0.159 -0.214 -0.531
H 2.800709 3.772743 6.026963 0.356 -0.136 -0.498
O 1.762379 0.159123 9.477463 0.563 -1.944 -2.991
C 1.938939 -0.561207 8.477503 -0.569 2.191 2.584
O 1.208269 -0.430057 7.346783 -0.140 -0.342 0.111
C 1.403239 -1.595117 6.493853 -0.924 1.497 -1.248
C 2.153489 -2.577577 7.300353 0.769 -0.533 0.384
C 2.915649 -1.691517 8.313543 -0.231 -0.479 -0.208
H 1.849719 -1.289177 5.547733 0.689 0.328 0.262
H 0.441169 -1.954097 6.128263 -0.298 0.030 0.601
H 2.811719 -3.125307 6.625943 -0.066 -0.418 0.405
H 1.386729 -3.204087 7.756053 0.543 -0.376 0.339
H 3.835969 -1.325767 7.858193 -0.023 0.233 -0.108
H 3.207029 -2.105917 9.278673 -0.318 -0.193 -0.159
C -8.157481 0.396573 -0.952347 -0.243 -0.184 1.483
C -8.265641 -0.474897 -2.183207 0.795 -0.092 -0.158
O -8.651691 0.408463 -3.229817 -0.200 0.883 -1.395
S -9.249721 1.821483 -2.684417 -2.125 -0.601 0.244
O -10.666321 1.490463 -2.320987 3.806 1.430 -0.684
O -8.955701 2.998443 -3.526697 -0.315 -3.394 2.331
O -8.251031 1.727713 -1.380917 -1.317 2.132 -1.253
H -7.196141 0.379803 -0.438887 -0.049 -0.456 -0.130
H -8.948161 0.166693 -0.238147 -0.048 0.138 0.070
H -8.960821 -1.311037 -2.107527 -0.107 0.259 0.088
H -7.261741 -0.851587 -2.379127 -0.162 -0.095 -0.584
C 5.338409 -6.367687 0.777903 0.208 0.585 2.209
C 5.388189 -5.096647 1.620883 0.124 1.274 -0.281
O 5.671289 -5.443517 2.940813 0.797 -1.557 2.581
S 6.697999 -6.726427 3.081463 -2.302 -0.442 -0.466
O 6.265529 -7.619527 4.199203 1.327 2.748 -3.604
O 8.064039 -6.275967 2.949163 -1.601 -0.801 0.300
O 6.135189 -7.288047 1.578503 1.093 -0.628 0.628
H 5.729669 -6.137507 -0.213087 0.120 -0.738 0.091
H 4.304789 -6.711387 0.817763 0.215 -0.400 -0.516
H 4.427869 -4.583067 1.666763 0.065 0.011 -0.218
H 6.170669 -4.382477 1.364353 -0.057 -0.042 -0.723
C -4.853631 2.571923 5.006783 0.632 2.489 -0.592
C -4.989011 3.714073 3.895533 0.912 -0.435 -0.255
O -6.357941 3.822013 3.606323 -1.468 -0.426 0.621
S -7.279221 3.459343 4.887413 0.075 0.571 0.119
O -8.440031 2.775083 4.381203 1.509 0.216 0.784
O -7.490741 4.622003 5.732883 0.723 -1.795 -1.031
O -6.140771 2.443523 5.607263 -1.530 0.664 -1.082
H -4.183261 2.984263 5.760883 0.053 -0.368 0.122
H -4.420331 1.670723 4.572963 -0.680 -0.217 0.166
H -4.466651 3.470743 2.970313 -0.259 -0.619 -0.026
H -4.612141 4.721993 4.069233 0.069 -0.117 1.144
C 6.633319 -0.345407 -4.250177 -1.774 1.314 -1.314
C 6.679379 -0.552687 -2.763457 -0.420 -0.666 0.351
O 8.030419 -0.369067 -2.393347 1.826 -0.167 0.320
S 9.044469 -0.444037 -3.652127 0.041 -1.607 -0.205
O 9.269959 -1.877347 -3.970777 -0.641 3.611 0.429
O 10.185219 0.443373 -3.471717 -2.609 -1.443 -0.478
O 7.859109 0.223353 -4.632227 2.583 -0.758 0.023
H 5.889619 0.392013 -4.552207 -0.003 0.349 0.345
H 6.290539 -1.193047 -4.843567 0.910 -0.575 0.189
H 6.332999 -1.575247 -2.613497 0.221 -0.002 0.682
H 6.126039 0.150753 -2.141287 -0.165 -0.066 -0.335
C -0.836291 -7.864147 1.148023 -1.420 1.157 1.024
C -1.525571 -6.747307 2.051193 0.698 -0.404 -1.565
O -1.441371 -7.138127 3.382783 0.818 -2.473 1.431
S -0.408401 -8.471497 3.599563 0.126 1.620 0.733
O -1.198911 -9.628247 3.954603 1.032 1.429 -0.683
O 0.718839 -8.067887 4.452813 -2.470 -0.954 -2.211
O 0.036229 -8.502127 2.026843 1.671 -0.633 1.945
H -0.325881 -7.307607 0.361993 0.276 -0.636 -0.059
H -1.486011 -8.670107 0.806873 -0.434 0.577 -0.457
H -2.549661 -6.622057 1.699553 -0.024 0.211 0.416
H -0.935511 -5.831727 2.010383 -0.271 0.157 -0.585
C -2.882561 2.770653 -7.458677 0.619 -1.609 0.898
C -3.568701 2.542943 -6.135247 -0.362 1.323 1.854
O -4.870491 3.187463 -6.284717 -0.329 -1.101 -1.124
S -5.362951 2.725983 -7.772507 -2.062 -0.579 -0.226
O -6.157981 3.785293 -8.385057 1.135 -2.286 1.380
O -5.803171 1.299493 -7.771737 1.272 3.944 0.059
O -3.910031 2.862243 -8.387927 -0.573 0.264 -1.694
H -2.338181 1.857133 -7.697887 0.597 0.349 -0.093
H -2.257271 3.660683 -7.388207 -0.163 -0.003 -0.603
H -3.077101 3.150553 -5.375487 -0.026 -0.218 0.136
H -3.669871 1.535123 -5.732547 -0.105 -0.098 -0.552